# 1
Entry from the OMol25 dataset: a molecular structure, C17H43AlClN10O18 at a distorted geometry (ωB97M-V/def2-TZVPD).

Summary:
max |F|: 7.9 eV/A
LUMO energy: 0.91 eV
calculated total energy: -89176.779 eV

```
! RIJCOSX wB97M-V def2-TZVPD def2/J DEFGRID3
* xyz -1 1
C -3.10 0.13 -0.04
C -2.27 -1.02 -0.92
O -2.00 -2.18 -0.28
N -1.93 -0.73 -2.37
C -0.47 -1.02 -2.65
C 0.44 0.37 -2.55
C 1.93 0.09 -1.92
C 2.02 0.30 -0.29
Al 1.46 2.25 0.20
Cl -0.65 2.33 1.10
C 2.78 3.17 1.47
C 2.38 4.71 1.89
C 1.63 5.57 0.72
N 0.21 5.39 0.23
O 2.33 6.59 0.15
H -2.59 0.16 1.04
H -4.24 -0.12 0.04
H -2.92 1.19 -0.50
H -2.57 -1.23 -3.03
H 0.02 -1.77 -1.88
H -0.33 -1.42 -3.75
H -0.21 1.13 -1.93
H 0.57 0.82 -3.65
H 2.30 -0.99 -2.25
H 2.68 0.87 -2.41
H 1.27 -0.47 0.19
H 3.09 0.02 0.13
H 1.41 3.07 -1.19
H 3.85 3.06 1.00
H 2.76 2.54 2.49
H 1.72 4.75 2.86
H 3.41 5.27 2.12
H -0.11 6.36 -0.08
H 0.23 4.83 -0.67
C -1.57 -0.24 3.76
N -0.85 -0.21 5.06
O 0.05 0.63 5.19
O -1.20 -1.03 5.92
H -1.16 0.53 3.11
H -1.43 -1.23 3.33
H -2.63 -0.04 3.97
C 6.65 -0.53 -0.62
N 5.20 -0.45 -0.93
O 4.84 0.44 -1.70
O 4.47 -1.29 -0.38
H 7.18 0.26 -1.16
H 6.77 -0.40 0.46
H 7.00 -1.52 -0.94
C -7.63 -1.28 -0.90
N -6.68 -0.20 -1.26
O -6.30 -0.15 -2.44
O -6.34 0.57 -0.35
H -7.84 -1.88 -1.79
H -7.16 -1.89 -0.13
H -8.54 -0.81 -0.53
C 1.04 6.88 6.05
N 1.44 6.35 4.72
O 2.52 5.75 4.65
O 0.66 6.55 3.78
H 1.82 6.63 6.77
H 0.93 7.96 5.95
H 0.10 6.41 6.32
C 11.12 0.43 1.08
N 9.67 0.51 0.77
O 9.30 1.40 0.00
O 8.93 -0.33 1.31
H 11.64 1.22 0.54
H 11.23 0.56 2.16
H 11.47 -0.56 0.76
C -4.24 -3.14 -2.99
N -5.46 -3.65 -2.31
O -5.61 -3.34 -1.12
O -6.24 -4.34 -2.98
H -3.66 -2.55 -2.29
H -3.67 -4.01 -3.33
H -4.57 -2.53 -3.84
C -1.79 -5.16 -6.42
N -1.70 -3.91 -5.62
O -0.62 -3.31 -5.65
O -2.70 -3.57 -4.99
H -0.84 -5.34 -6.92
H -2.02 -5.98 -5.73
H -2.59 -5.03 -7.16
C -4.70 -4.82 1.82
N -5.08 -5.94 2.73
O -6.02 -6.67 2.37
O -4.43 -6.07 3.77
H -5.36 -4.84 0.95
H -4.82 -3.89 2.38
H -3.66 -4.98 1.53
*
```

# 2
Entry from the OMol25 dataset: 4 unconnected molecules or ions with the total composition C17H43B3FNO9 at a distorted geometry (ωB97M-V/def2-TZVPD).

Summary:
SMILES string: CCCNB1OBOB(CCF)O1.COCCOC.COCCOC.COCCOC
max |F|: 5.3 eV/A
LUMO energy: 0.24 eV
calculated total energy: -42989.907 eV

```
! RIJCOSX wB97M-V def2-TZVPD def2/J DEFGRID3
* xyz 0 1
C -6.29 1.53 1.47
C -5.15 1.18 0.31
C -5.30 -0.46 0.03
N -4.93 -1.14 1.32
B -3.44 -1.42 1.45
O -2.47 -1.55 0.34
B -1.37 -0.60 0.65
O -0.77 -0.44 2.02
B -1.98 -0.33 2.91
C -2.34 0.97 3.85
C -2.69 0.61 5.42
F -3.12 1.92 6.04
O -2.89 -1.52 2.84
H -6.58 2.67 1.48
H -7.20 0.82 1.25
H -5.79 1.27 2.52
H -5.34 1.80 -0.68
H -4.08 1.44 0.77
H -4.62 -0.72 -0.89
H -6.45 -0.68 -0.15
H -5.52 -1.98 1.53
H -0.92 0.11 -0.18
H -3.34 1.44 3.39
H -1.52 1.80 3.73
H -3.61 -0.14 5.42
H -1.79 0.12 5.99
C 5.50 0.57 2.03
O 5.07 1.09 3.28
C 4.46 2.38 3.15
C 2.94 2.29 3.14
O 2.46 1.59 1.99
C 2.15 0.23 2.29
H 5.66 -0.51 2.15
H 4.76 0.72 1.24
H 6.44 1.04 1.74
H 4.83 2.89 2.25
H 4.78 2.97 4.02
H 2.52 3.30 3.09
H 2.56 1.83 4.07
H 1.17 0.18 2.78
H 2.90 -0.25 2.92
H 2.09 -0.32 1.34
C 8.50 1.05 -3.47
O 8.87 2.32 -2.94
C 7.74 3.05 -2.44
C 7.61 2.92 -0.92
O 7.33 1.57 -0.53
C 8.50 0.88 -0.10
H 9.40 0.43 -3.55
H 7.78 0.53 -2.84
H 8.08 1.18 -4.47
H 6.82 2.72 -2.94
H 7.90 4.10 -2.69
H 6.77 3.53 -0.58
H 8.52 3.29 -0.42
H 8.74 1.17 0.93
H 9.36 1.07 -0.74
H 8.29 -0.20 -0.11
C -6.64 -5.16 -3.73
O -5.97 -4.75 -4.92
C -6.42 -3.49 -5.39
C -5.47 -2.36 -4.98
O -5.45 -2.18 -3.56
C -4.32 -2.82 -2.96
H -6.06 -5.95 -3.26
H -6.74 -4.34 -3.01
H -7.63 -5.55 -3.98
H -7.45 -3.29 -5.05
H -6.44 -3.55 -6.49
H -5.84 -1.42 -5.41
H -4.46 -2.53 -5.37
H -3.44 -2.19 -3.10
H -4.14 -3.81 -3.37
H -4.52 -2.92 -1.89
*
```

# 3
Entry from the OMol25 dataset: 3 unconnected molecules or ions with the total composition C17H43N8O3P2 at a distorted geometry (ωB97M-V/def2-TZVPD).

Summary:
max |F|: 8.5 eV/A
LUMO energy: -4.73 eV
calculated total energy: -54952.765 eV

```
! RIJCOSX wB97M-V def2-TZVPD def2/J DEFGRID3
* xyz 1 1
O 1.18 0.76 0.72
C 1.04 1.32 -0.29
N 1.12 1.65 -1.50
C 2.38 1.15 -2.10
C 2.28 0.08 -3.29
C 3.09 0.67 -4.48
N 3.66 1.81 -4.22
C 3.38 2.15 -2.78
H 2.89 0.64 -1.22
H 1.19 0.20 -3.60
H 2.39 -1.00 -3.01
H 3.11 0.12 -5.47
H 4.23 2.39 -4.84
H 4.37 1.86 -2.30
H 3.29 3.26 -2.57
O -4.05 3.75 -0.34
P -3.14 4.25 0.78
N -2.98 2.68 1.47
C -3.04 2.26 2.85
C -2.16 1.75 0.69
N -4.44 5.17 1.52
C -5.21 4.69 2.66
C -5.44 5.68 0.56
N -2.03 4.93 1.95
C -0.62 4.58 1.76
C -2.26 5.52 3.25
H -2.11 2.48 3.40
H -3.20 1.18 2.92
H -3.87 2.69 3.40
H -1.10 2.03 0.72
H -2.47 1.74 -0.36
H -2.24 0.72 1.04
H -5.73 3.75 2.44
H -5.96 5.43 2.96
H -4.61 4.56 3.56
H -6.15 4.89 0.26
H -4.96 6.08 -0.33
H -6.02 6.49 1.01
H -0.35 3.67 2.31
H 0.05 5.38 2.09
H -0.41 4.42 0.70
H -2.53 4.78 4.00
H -3.02 6.31 3.21
H -1.37 6.03 3.62
O 4.16 -4.56 -0.78
P 2.80 -5.02 -0.24
N 2.10 -5.03 -1.82
C 0.81 -4.54 -2.26
C 2.56 -6.12 -2.69
N 2.54 -3.49 0.59
C 1.73 -2.42 0.05
C 3.78 -2.84 1.06
N 1.33 -5.63 0.47
C 1.05 -7.04 0.20
C 0.19 -4.95 1.03
H -0.01 -5.21 -2.01
H 0.80 -4.42 -3.35
H 0.58 -3.54 -1.89
H 2.18 -7.09 -2.36
H 3.65 -6.17 -2.70
H 2.25 -5.98 -3.73
H 2.11 -2.06 -0.92
H 1.69 -1.57 0.73
H 0.68 -2.69 -0.07
H 4.30 -2.32 0.24
H 4.46 -3.56 1.50
H 3.55 -2.10 1.83
H 0.44 -7.16 -0.71
H 0.51 -7.52 1.03
H 1.97 -7.61 0.07
H -0.43 -4.49 0.26
H 0.48 -4.20 1.77
H -0.46 -5.63 1.58
*
```